[1]
6 unconnected molecules or ions with the total composition C16H46N2O10. Source: the OMol25 dataset; level of theory: ωB97M-V/def2-TZVPD.

The geometry in XYZ format:
```
74
Properties=species:S:1:pos:R:3:lowdin_charge:R:1
C 2.984 0.506 -0.769 -0.0621
C 4.433 0.682 -0.297 -0.4301
C 4.992 2.005 -0.789 -0.2028
O 5.004 2.048 -2.213 -0.1745
C 4.034 2.880 -2.791 -0.1221
N 4.534 0.677 1.163 0.0358
H 2.473 -0.263 -0.192 0.0750
H 2.897 0.364 -1.847 0.0702
H 2.431 1.440 -0.577 0.0696
H 5.047 -0.116 -0.720 0.1378
H 6.044 2.073 -0.510 0.1297
H 4.372 2.795 -0.352 0.1160
H 3.837 3.816 -2.248 0.0745
H 3.062 2.380 -2.840 0.0747
H 4.416 3.199 -3.760 0.0895
H 4.316 1.587 1.549 0.0636
H 3.904 0.011 1.590 0.0638
C -3.829 -0.363 1.450 -0.0583
C -2.438 -0.615 0.889 -0.4163
C -2.359 -0.342 -0.592 -0.2084
O -1.114 -0.813 -1.059 -0.1777
C -0.575 -0.124 -2.160 -0.0973
N -1.560 0.327 1.594 0.0448
H -3.747 -0.552 2.527 0.0720
H -4.648 -0.978 1.078 0.0779
H -4.114 0.685 1.353 0.0830
H -2.081 -1.636 1.063 0.1371
H -2.411 0.743 -0.763 0.1250
H -3.179 -0.822 -1.138 0.1313
H 0.518 -0.140 -2.099 0.0703
H -0.877 0.928 -2.154 0.0786
H -0.823 -0.622 -3.105 0.0785
H -0.603 0.261 1.257 0.0855
H -1.543 0.143 2.591 0.0513
C -1.393 0.539 5.495 -0.2251
C -0.336 1.572 5.673 -0.2575
O 0.831 0.957 6.194 -0.0546
O -1.008 -0.469 4.537 -0.0943
H -2.306 0.953 5.066 0.1215
H -1.673 0.051 6.431 0.1234
H -0.734 2.297 6.409 0.1227
H -0.165 2.169 4.774 0.1229
H 1.590 1.503 5.973 0.0884
H -0.377 -1.079 4.927 0.0858
C -3.406 -4.377 3.144 -0.2428
C -2.172 -5.249 3.308 -0.2580
O -2.109 -6.271 2.329 -0.0592
O -4.598 -5.127 3.358 -0.0643
H -3.342 -3.950 2.138 0.1145
H -3.427 -3.582 3.887 0.1183
H -2.094 -5.663 4.320 0.1193
H -1.278 -4.629 3.188 0.1181
H -2.889 -6.828 2.421 0.0766
H -4.807 -5.675 2.596 0.0789
C -0.162 -2.531 -7.363 -0.2476
C -0.740 -1.497 -6.436 -0.2359
O -0.868 -0.259 -7.178 -0.0785
O 1.239 -2.309 -7.495 -0.0633
H -0.659 -2.436 -8.333 0.1232
H -0.329 -3.542 -6.986 0.1152
H -0.052 -1.290 -5.614 0.1110
H -1.729 -1.788 -6.072 0.1147
H -0.809 0.449 -6.531 0.0742
H 1.530 -2.154 -8.395 0.0836
C -0.079 3.327 -0.047 -0.2763
C 1.065 4.303 -0.046 -0.2421
O 1.350 4.583 -1.419 -0.0836
O -0.341 2.903 1.275 -0.0801
H 0.155 2.539 -0.779 0.1008
H -0.973 3.814 -0.469 0.1256
H 1.941 3.860 0.436 0.1083
H 0.773 5.234 0.445 0.1241
H 1.826 5.413 -1.496 0.0825
H -0.843 2.070 1.205 0.0234
```

The HOMO energy comes out at -9.2720 eV. As for the charge: 0. As for the molar mass: 426.55 g/mol. The relative energy (zero: lowest compared OMol25 entry of this formula, charge and spin) is 54.3 kJ/mol.

---

[2]
5 unconnected molecules or ions with the total composition C16H46N4O5. Source: the OMol25 dataset; level of theory: ωB97M-V/def2-TZVPD.

The geometry in XYZ format:
```
71
Properties=species:S:1:pos:R:3:lowdin_charge:R:1
O -2.499 -0.527 -3.075 -0.0639
H -2.678 -0.438 -2.139 0.0081
H -1.545 -0.490 -3.141 -0.0125
C 5.503 2.044 0.996 -0.0785
C 5.608 0.624 1.302 -0.4309
C 5.585 0.153 2.776 -0.2053
O 6.726 0.781 3.322 -0.2003
C 6.682 0.603 4.790 -0.0739
N 4.606 -0.237 0.603 0.0298
H 5.912 2.397 0.049 0.0844
H 6.069 2.628 1.722 0.0823
H 4.530 2.511 1.150 0.0823
H 6.546 0.268 0.878 0.1344
H 5.758 -0.917 2.891 0.1267
H 4.703 0.542 3.284 0.1255
H 7.505 1.125 5.278 0.0826
H 6.664 -0.418 5.172 0.0805
H 5.755 1.049 5.151 0.0767
H 4.824 -1.213 0.748 0.0622
H 4.716 -0.096 -0.391 0.0485
C -0.147 -0.139 -0.137 -0.0576
C 0.252 0.707 -1.344 -0.4774
C 1.411 1.606 -0.974 -0.1490
O 2.010 2.080 -2.250 -0.1924
C 3.396 2.429 -2.035 -0.0989
N 0.473 -0.220 -2.395 0.0604
H -0.841 -0.912 -0.468 0.0720
H -0.758 0.306 0.649 0.0770
H 0.725 -0.533 0.385 0.0766
H -0.536 1.412 -1.610 0.1004
H 2.057 1.016 -0.325 0.1021
H 1.127 2.481 -0.389 0.1304
H 3.516 3.210 -1.284 0.0808
H 3.868 2.700 -2.979 0.0881
H 4.023 1.615 -1.671 0.0550
H 1.202 0.364 -2.779 0.0669
H 1.019 -0.986 -2.026 0.0901
C -2.551 2.950 -1.173 -0.0840
C -4.012 3.354 -1.155 -0.4074
C -4.862 2.693 -2.268 -0.1838
O -6.171 3.188 -2.164 -0.1969
C -7.145 2.599 -2.916 -0.1460
N -4.442 2.978 0.217 0.0343
H -1.949 3.645 -0.587 0.0846
H -2.211 2.920 -2.209 0.0812
H -2.472 1.911 -0.852 0.0644
H -4.092 4.428 -1.321 0.1301
H -4.922 1.620 -2.089 0.1255
H -4.542 2.899 -3.290 0.1302
H -7.289 1.539 -2.706 0.0853
H -6.807 2.606 -3.952 0.0842
H -8.128 3.065 -2.856 0.0909
H -5.382 3.252 0.465 0.0646
H -3.793 3.375 0.882 0.0613
C -2.803 -4.615 -0.675 -0.0528
C -2.026 -5.347 0.505 -0.4077
C -1.880 -4.500 1.780 -0.1768
O -0.739 -3.592 1.715 -0.2239
C -0.683 -2.656 2.767 -0.1113
N -2.532 -6.699 0.721 0.0244
H -2.449 -3.610 -0.900 0.0580
H -3.815 -4.298 -0.424 0.0654
H -2.784 -5.193 -1.599 0.0680
H -0.987 -5.450 0.193 0.1296
H -1.701 -5.123 2.656 0.1202
H -2.842 -3.987 1.789 0.1158
H 0.206 -2.047 2.602 0.0811
H -0.472 -3.320 3.605 0.0850
H -1.622 -2.102 2.765 0.0899
H -2.336 -7.214 -0.125 0.0651
H -3.528 -6.790 0.863 0.0682
```

The HOMO energy comes out at -9.1514 eV. As for the charge: 0. As for the molar mass: 374.57 g/mol. The relative energy (zero: lowest compared OMol25 entry of this formula, charge and spin) is 277.1 kJ/mol.

---

Number 1: largest force on an atom 1.5 eV/Å. Number 2: largest force on an atom 3.9 eV/Å.